No. 1
{
  "formula": "C18H78Cl40NO30",
  "method": "ωB97M-V with the def2-TZVPD basis set",
  "elements": ["C", "C", "N", "C", "C", "C", "C", "C", "O", "C", "H", "H", "H", "H", "H", "H", "H", "H", "H", "H", "H", "H", "H", "H", "H", "H", "H", "H", "H", "H", "C", "Cl", "Cl", "Cl", "Cl", "C", "Cl", "Cl", "Cl", "Cl", "C", "Cl", "Cl", "Cl", "Cl", "C", "Cl", "Cl", "Cl", "Cl", "C", "Cl", "Cl", "Cl", "Cl", "C", "Cl", "Cl", "Cl", "Cl", "C", "Cl", "Cl", "Cl", "Cl", "C", "Cl", "Cl", "Cl", "Cl", "C", "Cl", "Cl", "Cl", "Cl", "C", "Cl", "Cl", "Cl", "Cl", "O", "H", "H", "O", "H", "H", "O", "H", "H", "O", "H", "H", "O", "H", "H", "O", "H", "H", "O", "H", "H", "O", "H", "H", "O", "H", "H", "O", "H", "H", "O", "H", "H", "O", "H", "H", "O", "H", "H", "O", "H", "H", "O", "H", "H", "O", "H", "H", "O", "H", "H", "O", "H", "H", "O", "H", "H", "O", "H", "H", "O", "H", "H", "O", "H", "H", "O", "H", "H", "O", "H", "H", "O", "H", "H", "O", "H", "H", "O", "H", "H", "O", "H", "H", "O", "H", "H"],
  "coordinates": [[14.802177, 13.135088, 17.065610], [14.913687, 14.361034, 17.869372], [16.052329, 15.256752, 17.515034], [16.138941, 16.321959, 18.513560], [17.345837, 14.533689, 17.497741], [17.784660, 13.820724, 18.716504], [15.763220, 15.891690, 16.234482], [16.456946, 17.216875, 15.951577], [17.824630, 16.994251, 16.034758], [18.550009, 18.017198, 15.279587], [15.648734, 12.471252, 17.255966], [14.889428, 13.306421, 15.968971], [13.852091, 12.649180, 17.261242], [15.050431, 14.174370, 18.940503], [14.008447, 14.946480, 17.680930], [15.240261, 16.945397, 18.337803], [16.995653, 16.926368, 18.295118], [16.199808, 15.945335, 19.529970], [18.075968, 15.272561, 17.211318], [17.266602, 13.791023, 16.703710], [17.105714, 13.106970, 19.142879], [18.009214, 14.526570, 19.530351], [18.740049, 13.313659, 18.551401], [14.702863, 16.051315, 16.179880], [15.946576, 15.128897, 15.463705], [16.131968, 18.099637, 16.484001], [16.237014, 17.453659, 14.874583], [19.585047, 17.755967, 15.340097], [18.380008, 19.030323, 15.643870], [18.197520, 17.932001, 14.235134], [19.823131, 10.204246, 21.287352], [19.077010, 8.723604, 20.839310], [18.662309, 11.537784, 20.874953], [20.321709, 10.230404, 23.022035], [21.237261, 10.358190, 20.330064], [21.827043, 14.616392, 16.697230], [23.620679, 14.684509, 16.635205], [21.251721, 12.971695, 16.746075], [21.061276, 15.469576, 18.073993], [21.246426, 15.394385, 15.240603], [12.659615, 19.401994, 9.681652], [11.707577, 17.903221, 9.704337], [13.946064, 19.331205, 10.859679], [13.321278, 19.596178, 8.034089], [11.659658, 20.829558, 10.067619], [21.143868, 18.640984, 11.986392], [21.749173, 18.720000, 13.621556], [22.340587, 19.402447, 10.873954], [20.902568, 16.998546, 11.606624], [19.595302, 19.523996, 11.815281], [18.541369, 9.512066, 15.350124], [18.631613, 7.985624, 14.572849], [16.831555, 9.971576, 15.314954], [19.198047, 9.331663, 17.054460], [19.509379, 10.651658, 14.472073], [10.011912, 13.495609, 11.938563], [10.332389, 12.484728, 10.514402], [10.736609, 15.120183, 11.825026], [8.287577, 13.733291, 12.051971], [10.631105, 12.611414, 13.348863], [22.981400, 14.360733, 21.855196], [23.367874, 16.069062, 22.175212], [21.318378, 14.155483, 21.294633], [24.089619, 13.764928, 20.657428], [23.215266, 13.411012, 23.273256], [14.285704, 9.869463, 19.707053], [15.851722, 9.549122, 18.983353], [12.896468, 9.764386, 18.603393], [13.972719, 8.694684, 21.032369], [14.217404, 11.458110, 20.373552], [17.295951, 14.358705, 12.357202], [18.336286, 14.283377, 13.820785], [18.236145, 13.724231, 10.976532], [15.902030, 13.317592, 12.563648], [16.737627, 15.994784, 11.969111], [12.654862, 9.348695, 13.759785], [13.728139, 10.738706, 13.847873], [11.348655, 9.472812, 14.945173], [11.953974, 9.217304, 12.151841], [13.701617, 7.923929, 14.101741], [15.006597, 20.473009, 15.258463], [14.651887, 20.519126, 16.162368], [15.908136, 20.796202, 15.288315], [16.971817, 23.289466, 13.092890], [16.045225, 23.378097, 13.283068], [17.073372, 22.977716, 12.179963], [15.700774, 14.201938, 22.174082], [15.316127, 14.665904, 22.943435], [15.419466, 13.292145, 22.437663], [22.845711, 18.848172, 18.540537], [23.046022, 18.143653, 19.150051], [22.999380, 19.636350, 19.071611], [12.396874, 20.988149, 13.887025], [13.340899, 20.797762, 14.043022], [12.449844, 21.745720, 13.301068], [11.366157, 13.709819, 16.777215], [11.781313, 14.301805, 16.112532], [10.675042, 13.220740, 16.299780], [11.429615, 20.334271, 16.615207], [11.146350, 20.375564, 15.701838], [12.122653, 21.016195, 16.670625], [19.805704, 22.636191, 17.116105], [20.448128, 23.027728, 16.524040], [20.335300, 22.396761, 17.907637], [14.111349, 19.086573, 18.984747], [14.912765, 19.015275, 19.520241], [13.443170, 18.904428, 19.653420], [12.440299, 18.194837, 20.959623], [12.234713, 17.423953, 21.516895], [11.611730, 18.272192, 20.417792], [13.025928, 15.194538, 21.232810], [12.532905, 15.560661, 20.458288], [13.969790, 15.265949, 21.068929], [17.489966, 20.670745, 18.106118], [18.364847, 20.395867, 17.836002], [17.188694, 21.266400, 17.436480], [18.365148, 14.654495, 22.185057], [17.390186, 14.513619, 22.380482], [18.866424, 14.100866, 22.792456], [20.107081, 18.886530, 18.442887], [19.882776, 18.162890, 19.007501], [21.054080, 18.756759, 18.228142], [16.672377, 19.649577, 20.755224], [16.103570, 20.234071, 21.259775], [17.020302, 20.184713, 19.997036], [13.916047, 21.603297, 17.802683], [14.017275, 20.890103, 18.442211], [13.692618, 22.410687, 18.283988], [11.193492, 15.827342, 19.087075], [11.635647, 16.314221, 18.349302], [10.594773, 15.158655, 18.726946], [13.071693, 15.024519, 14.550758], [13.251206, 14.168028, 14.189520], [12.337849, 15.427563, 14.108777], [19.323661, 16.985195, 20.986941], [20.089566, 17.235103, 21.503661], [19.028955, 16.176068, 21.456278], [20.817331, 21.415978, 19.317427], [20.216414, 21.752775, 19.980994], [20.382177, 20.627105, 18.965197], [12.737261, 17.121022, 17.001630], [12.167004, 17.064446, 16.222977], [12.754332, 18.024253, 17.264861], [16.288229, 17.048284, 21.964934], [16.560788, 17.839316, 21.458629], [17.057149, 16.477888, 21.805618], [14.453376, 16.208447, 23.786324], [14.123394, 16.718607, 24.521363], [14.935807, 16.817336, 23.216892], [9.528716, 13.534745, 19.471305], [10.270724, 13.029736, 19.143431], [9.490518, 13.311519, 20.404932], [11.064550, 16.738374, 14.711129], [10.969473, 17.511480, 14.148492], [10.172628, 16.395679, 14.678646], [13.691934, 12.800867, 23.421048], [13.138230, 13.603478, 23.373895], [13.723947, 12.483701, 24.326978], [14.152608, 20.410019, 21.977926], [13.708738, 19.551879, 22.119632], [14.038306, 20.925981, 22.802361], [18.124100, 21.509643, 14.972518], [18.641945, 22.029320, 15.588645], [18.006669, 22.132817, 14.229389], [10.689640, 18.796110, 13.023673], [11.287387, 19.502253, 13.267649], [10.605343, 18.809349, 12.077641]],
  "forces_ev_per_a": [[1.055, -1.169, -1.460], [-0.726, 0.883, 0.741], [0.325, -0.256, 1.166], [-1.231, 1.076, 0.399], [0.448, -0.875, -1.467], [0.719, 0.679, 1.802], [-0.347, 0.299, -1.686], [-0.103, -0.844, -2.105], [1.547, 1.372, -0.267], [-1.062, -1.044, 0.001], [-0.293, -0.393, 0.281], [-0.416, 0.197, 0.598], [-0.019, -0.132, 0.063], [-0.381, -0.222, -0.195], [0.133, 0.187, 0.565], [0.354, -0.268, 0.637], [0.577, 0.259, -0.017], [-0.198, -0.152, -0.042], [0.250, 0.088, -0.201], [0.019, 0.212, -0.313], [-0.576, -0.495, -0.098], [-0.054, -0.105, -0.082], [-0.210, 0.029, -0.351], [-0.565, 0.253, 0.174], [0.399, 0.529, 0.046], [-0.266, 0.060, 0.649], [-0.301, -0.237, 0.679], [0.555, -0.042, 0.079], [-0.111, -0.059, 0.129], [0.260, 0.220, 0.244], [-0.370, 0.739, 0.507], [-0.728, -1.092, 0.234], [0.576, -0.351, 0.635], [-0.617, 0.124, -0.661], [1.179, 0.553, -0.686], [0.068, 0.463, -0.041], [-0.785, -0.030, 0.595], [0.124, -0.586, 0.013], [0.708, -0.003, -0.009], [-0.151, 0.193, -0.515], [-0.085, 0.293, -0.654], [-0.012, 0.307, 0.169], [0.311, -0.218, 0.194], [-0.087, -0.002, 0.453], [-0.106, -0.401, -0.121], [0.196, 1.301, -0.353], [0.115, 0.438, 0.494], [-0.394, -0.301, 0.337], [-0.242, -1.390, -0.625], [0.285, -0.074, 0.196], [-0.073, -0.117, 0.867], [0.289, -1.270, -0.433], [0.089, 0.439, 0.500], [-0.622, 0.386, -0.797], [0.275, 0.668, -0.077], [-0.030, -0.163, -0.275], [0.243, 0.425, 0.044], [0.301, -0.497, -0.114], [-0.492, -0.090, 0.263], [-0.022, 0.322, 0.019], [-0.043, 0.166, -0.264], [-0.328, -0.014, 0.005], [-0.040, 0.236, 0.017], [0.398, -0.123, -0.900], [-0.018, -0.350, 1.143], [-0.764, -0.700, 0.557], [-0.240, -0.030, -0.268], [0.405, -0.336, -0.557], [0.305, 0.086, -0.306], [0.349, 1.112, 0.484], [0.566, -0.245, -0.302], [-0.531, 0.366, -0.569], [-0.048, 0.246, 0.265], [-0.331, -0.203, 0.268], [0.308, -0.151, 0.386], [0.370, -0.683, 0.050], [-0.024, 0.533, 0.061], [0.252, -0.016, 0.006], [0.083, -0.015, 0.027], [-0.629, 0.250, -0.059], [-0.644, -0.324, -0.105], [0.195, 0.286, -0.215], [0.483, 0.192, 0.063], [0.984, -0.164, -0.467], [-0.614, -0.027, -0.040], [-0.311, 0.228, 0.355], [-0.111, -0.855, 0.846], [-0.065, 0.497, -0.290], [0.155, 0.576, -0.554], [0.063, 0.281, -0.169], [0.182, -0.656, 0.228], [-0.094, 0.331, -0.103], [0.484, -0.107, -0.218], [-0.082, -0.247, 0.457], [-0.349, 0.213, -0.178], [-0.110, 0.067, -0.492], [-0.162, -0.388, 0.303], [0.353, 0.316, 0.151], [0.377, 0.126, 0.318], [-0.071, 0.049, -0.275], [-0.165, -0.321, 0.164], [0.105, 0.052, 0.037], [0.164, 0.200, -0.215], [-0.305, -0.136, -0.124], [0.355, 0.201, -0.201], [0.434, 0.172, -0.075], [-0.336, -0.237, 0.183], [-1.646, -0.100, -0.249], [0.479, -0.051, -0.193], [0.949, -0.021, 0.657], [-0.732, 0.274, -0.327], [0.363, -0.606, 0.288], [0.114, 0.095, -0.030], [-0.180, -0.647, 0.974], [0.463, -0.212, -0.191], [-0.247, 0.689, -0.641], [-0.770, 0.093, 0.166], [0.773, -0.273, -0.334], [-0.063, 0.056, 0.011], [0.264, 0.808, -0.961], [-0.486, -0.804, 0.828], [-0.190, 0.073, 0.125], [0.562, 0.213, -1.064], [-0.455, 0.172, 0.234], [-0.336, -0.599, 0.551], [-0.077, 0.658, -0.454], [-0.086, -0.504, 0.428], [0.117, -0.300, -0.064], [0.598, 0.859, -0.157], [-0.417, -0.635, 0.311], [0.141, 0.088, 0.033], [1.090, -0.025, 1.286], [-0.034, -0.647, -0.598], [-0.894, 0.448, -0.524], [-0.161, -0.321, -0.071], [0.281, 0.315, 0.115], [0.077, -0.014, -0.270], [0.357, 0.373, -0.093], [-0.158, 0.114, 0.333], [-0.064, -0.605, 0.111], [0.130, -1.397, 0.009], [-0.217, 0.053, -0.235], [0.050, 1.421, 0.280], [0.645, 0.207, -0.801], [-0.291, 0.232, 0.275], [-0.361, 0.011, 0.424], [-0.234, -0.396, 0.092], [-0.067, 0.116, 0.343], [0.394, 0.135, -0.286], [-0.292, 0.025, -0.026], [0.389, -0.228, -0.230], [-0.051, 0.104, 0.116], [-0.011, -0.431, 0.360], [0.192, 0.807, -0.677], [-0.385, -0.387, 0.330], [-0.110, 0.185, -0.259], [0.314, -0.432, 0.138], [-0.242, 0.207, 0.089], [-0.041, 0.129, 0.795], [0.039, 0.539, -0.166], [0.003, -0.543, -0.683], [-0.318, 0.155, -0.550], [0.393, -0.009, 0.698], [-0.352, -0.331, 0.202], [-0.417, -0.488, 0.567], [0.543, 0.766, 0.036], [-0.018, 0.020, -0.628]],
  "gap_ev": 10.03,
  "homo_energy_ev": -11.797,
  "max_force_ev_per_a": 2.270,
  "lumo_ev": -1.8,
  "total_charge": 1
}

---

No. 2
{
  "formula": "CH2O2S3",
  "method": "ωB97M-V with the def2-TZVPD basis set",
  "elements": ["C", "O", "O", "S", "S", "S", "H", "H"],
  "coordinates": [[-0.260765, -1.274368, 0.166064], [1.497691, 0.629988, -0.916383], [-0.095831, 1.164183, 1.502562], [-1.697783, 1.316063, -1.010950], [-1.282399, -2.189206, -0.662541], [-0.366499, 0.578760, 0.175046], [0.324594, -1.430366, 1.037737], [1.880991, 1.204945, -0.291536]],
  "forces_ev_per_a": [[-2.153, 0.415, -0.263], [-4.005, -1.380, 0.774], [-0.162, -1.357, -1.893], [1.153, -0.720, 1.163], [1.326, 0.796, 0.612], [1.674, 1.805, -2.104], [0.953, -0.892, 0.439], [1.214, 1.334, 1.271]],
  "de_lowest_kj_mol": 305.6,
  "gap_ev": 7.79,
  "homo_energy_ev": -10.099,
  "max_force_ev_per_a": 4.306,
  "lumo_ev": -2.3,
  "total_charge": 0
}